Record 1
Below is C4H4LiNaO5 as an isolated structure at a distorted geometry, with properties calculated with wB97M-V/def2-TZVPD.

- lowest unoccupied orbital energy (eV) = -0.56
- energy relative to the best compared isomer or geometry (same formula, charge and spin) (kcal per mole) = 12.5
- highest occupied orbital energy (Eh) = -0.262

```
! wB97M-V def2-TZVPD RIJCOSX def2/J DEFGRID3
* xyz 0 1
O 0.510 -0.558 -0.553
C -0.531 -1.390 -0.457
C 0.353 0.432 -1.611
O 0.015 0.410 2.601
O -1.457 -0.986 -1.286
C -0.997 0.054 -2.197
H 1.207 0.311 -2.284
H 0.371 1.443 -1.191
H -0.945 -0.367 -3.206
H -1.729 0.867 -2.156
C 0.383 1.602 2.867
O 1.488 2.039 2.308
O -0.231 2.389 3.654
Na 2.005 0.044 1.410
Li 1.374 3.925 3.471
*
```



Record 2
Below is C25H45ClP2Pm as an isolated structure at a distorted geometry, with properties calculated with wB97M-V/def2-TZVPD.

- lowest unoccupied orbital energy (alpha / beta) (eV) = -3.51 / -3.27
- highest occupied orbital energy (alpha / beta) (Eh) = -0.315 / -0.316

```
! wB97M-V def2-TZVPD RIJCOSX def2/J DEFGRID3
* xyz 1 5
Pm 1.381 0.111 -1.383
C 0.214 1.937 1.333
C -0.265 2.228 0.013
C -1.645 0.650 0.992
C -0.638 0.983 1.922
C -1.423 1.389 -0.198
C 1.377 2.573 1.991
H 1.921 3.244 1.326
H 2.077 1.821 2.370
H 1.051 3.171 2.861
C -0.503 0.419 3.291
H 0.168 1.045 3.893
H -0.090 -0.605 3.226
H -1.485 0.370 3.790
C -2.748 -0.308 1.232
H -3.196 -0.132 2.226
H -2.395 -1.353 1.213
H -3.540 -0.202 0.489
C -2.326 1.409 -1.368
H -3.252 1.968 -1.137
H -2.629 0.396 -1.677
H -1.855 1.900 -2.223
C 0.113 3.389 -0.848
H -0.507 4.290 -0.656
H -0.004 3.135 -1.919
H 1.155 3.674 -0.647
C 5.478 -1.237 -2.725
C 5.658 0.054 -2.415
C 5.845 1.141 -3.419
C 4.760 1.151 -4.514
C 3.466 0.520 -4.168
C 3.168 -0.740 -4.521
C 4.171 -1.794 -4.888
C 5.483 -1.814 -4.093
H 6.857 1.099 -3.869
H 5.178 0.658 -5.408
H 5.852 2.117 -2.910
H 6.255 -1.281 -4.655
H 5.472 -1.972 -1.918
H 5.926 0.370 -1.407
H 5.835 -2.855 -4.020
H 3.725 -2.809 -4.863
H 2.134 -1.051 -4.687
H 4.433 -1.668 -5.957
H 4.612 2.195 -4.798
H 2.651 1.197 -3.901
P 3.414 -0.674 0.024
P -0.243 -1.220 -3.115
C 2.897 -1.669 -1.709
C 1.575 -2.183 -2.366
H 3.482 -2.567 -1.532
H 3.381 -1.028 -2.454
H 1.889 -2.525 -3.363
H 1.164 -2.965 -1.711
C -1.311 -2.633 -3.321
H -2.317 -2.226 -3.150
H -1.089 -3.388 -2.559
H -1.201 -3.030 -4.337
C -0.111 -0.418 -4.753
H -0.016 -1.183 -5.548
H 0.713 0.317 -4.830
H -1.057 0.146 -4.832
C 5.030 -1.128 0.663
H 5.132 -0.523 1.571
H 5.861 -0.958 -0.016
H 4.996 -2.190 0.956
C 3.515 1.142 -0.742
H 2.649 1.851 -0.827
H 4.015 1.070 -1.721
H 4.148 1.577 0.045
Cl 1.305 -3.337 0.700
C 0.796 -1.672 0.767
H -0.290 -1.713 0.832
H 1.187 -1.302 1.717
*
```



Number 1: E -700.88203 hartree. Number 2: E -2730.29892 hartree.